ORCA calculation (the ωB97M-V functional and the def2-TZVPD basis) on a molecular structure, C51H56N12O6RbSb in a non-equilibrium geometry.

Last column: Mulliken charge in e.
Element x y z (Å)
Sb (1.20826, 3.56732, -1.23743)  0.776
Rb (0.24704, 0.19742, 0.22611)  -0.169
O (2.58630, 0.40985, 1.13334)  0.251
O (0.18425, -0.95026, 2.82960)  0.717
O (-2.38607, 1.01672, -2.06245)  0.167
O (0.30249, 2.24673, 1.73097)  0.588
O (4.10496, -0.71108, 2.34824)  -0.897
O (1.53480, 3.33584, 3.25935)  -0.846
N (-2.15815, -1.97301, 1.37748)  1.240
N (-4.84610, 1.96431, 1.43995)  -0.777
N (-2.48919, 0.61236, 0.91109)  1.221
N (-6.42300, -5.74448, 5.62615)  -0.685
N (-0.75916, -1.87679, -2.65148)  0.173
N (2.00506, -1.37303, -2.39688)  0.424
N (0.99518, -2.96886, -3.73352)  0.046
N (-4.26506, 3.58120, -3.35874)  -0.719
N (-2.43891, 0.61658, -3.24528)  -0.589
N (0.26372, -2.82911, 0.59436)  1.151
N (1.16225, -5.40838, 1.11753)  -0.747
N (-3.31871, 0.62709, -6.55323)  -0.671
C (3.60783, 5.66851, -0.89309)  -1.745
C (4.26515, 3.34647, -1.46089)  -1.785
C (-3.23065, 0.95556, -5.44984)  0.051
C (-1.94841, -1.90842, -2.05800)  0.251
C (1.03431, 1.06774, 3.69957)  0.402
C (-0.50267, -3.70264, 1.24273)  -0.368
C (0.41791, 6.70278, -1.04044)  -1.890
C (2.97891, -0.49273, -2.16701)  -0.181
C (2.00318, -2.03199, -3.54217)  0.481
C (0.96675, 2.32643, 2.80069)  -0.643
C (-6.70573, -4.49236, 5.27652)  -0.411
C (-0.88625, -4.24809, -2.93867)  -0.725
C (-3.51560, -0.00775, 1.48160)  -0.274
C (-5.90784, -3.71563, 4.45293)  -0.470
C (-2.12336, -4.26499, -2.32504)  -0.519
C (-0.16029, 3.02153, -3.84423)  -1.892
C (1.13648, 3.74562, -3.46540)  2.441
C (-4.13936, -2.14119, 2.68651)  -0.732
C (-2.62090, 1.89003, 0.61101)  -0.761
C (3.04658, -0.06814, 2.20223)  -0.329
C (0.79937, -1.50254, 4.99320)  -1.162
C (3.38360, 3.84418, 0.78990)  -2.266
C (-2.67369, -3.07456, -1.86692)  -1.072
C (-0.22333, 5.24331, 0.85476)  -1.729
C (-3.82897, -3.44692, 3.04356)  1.061
C (-3.13839, 1.38101, -4.09752)  0.538
C (4.00606, -0.95614, -4.25587)  -0.279
C (1.47638, -3.22232, 0.24004)  -0.440
C (4.01182, -0.25060, -3.05755)  -1.186
C (1.36515, -1.27733, 3.57916)  -0.433
C (-1.82863, -3.20665, 1.73196)  -0.017
C (2.99146, -1.85536, -4.51778)  -1.161
C (-3.27486, -1.43685, 1.85177)  -0.309
C (-0.04959, -4.99638, 1.48079)  -0.471
C (3.25759, 4.19928, -0.69164)  2.152
C (-1.43270, 5.07485, -1.31138)  -1.890
C (1.92844, -4.50936, 0.51360)  -0.738
C (-0.39813, -0.51819, 5.00618)  -0.913
C (-2.64030, -3.97975, 2.55747)  -0.818
C (-4.69911, 0.67314, 1.73257)  -0.448
C (-5.29378, -6.24699, 5.13417)  -0.398
C (-0.21423, 0.16705, 3.64615)  0.036
C (2.27888, 2.95225, -4.10170)  -2.345
C (1.13572, 5.14600, -4.06666)  -2.077
C (2.18363, 0.02165, 3.49582)  0.080
C (-4.72496, -4.24052, 3.93682)  0.776
C (-3.76206, 2.59628, -3.68769)  0.255
C (-0.23861, -3.01437, -3.07511)  0.359
C (-3.80531, 2.57023, 0.88330)  -0.559
C (-0.06090, 5.29826, -0.66579)  2.395
C (-4.43018, -5.55195, 4.30410)  -0.500
H (-5.02610, -1.65515, 3.06132)  0.273
H (-0.41652, -5.15967, -3.28815)  0.349
H (0.72438, 5.34164, 1.38802)  0.310
H (-1.05667, 3.46398, -3.40747)  -0.113
H (2.68466, 4.38567, 1.42697)  0.394
H (2.09784, -2.49935, -0.27246)  0.116
H (4.00880, 2.28448, -1.43468)  0.022
H (-3.90962, 3.61950, 0.63551)  0.501
H (2.93029, -4.81327, 0.23424)  0.469
H (5.24605, 3.45247, -0.97856)  0.566
H (4.67763, 5.80954, -0.68081)  0.468
H (-0.36847, 0.19049, 5.83458)  0.430
H (-5.05939, -7.26759, 5.41781)  0.359
H (2.89549, 0.06974, 4.31975)  0.562
H (-1.80303, 4.05210, -1.20928)  -0.052
H (0.25334, 5.71884, -3.78085)  0.363
H (0.46693, -2.53543, 5.11662)  0.279
H (-7.62549, -4.07907, 5.67658)  0.375
H (2.92639, 0.00246, -1.20211)  0.697
H (1.13001, 5.07288, -5.16433)  0.484
H (-6.22609, -2.70866, 4.22839)  0.331
H (-0.42132, 7.40018, -0.90768)  0.464
H (4.78411, 0.46657, -2.81929)  0.443
H (-0.64222, 4.29738, 1.19764)  -0.045
H (-2.33032, -0.94526, -1.73575)  0.332
H (3.05960, 6.30649, -0.20169)  0.289
H (2.45276, 1.99440, -3.60668)  0.477
H (3.21875, 3.50552, -4.11109)  0.364
H (3.42128, 6.02103, -1.91141)  0.180
H (-2.33060, -4.97558, 2.82920)  0.363
H (1.54188, -1.28866, 5.76303)  0.431
H (-1.35027, -1.05395, 5.03981)  0.278
H (1.86014, -2.13989, 3.13493)  0.714
H (-2.16187, 5.74149, -0.83167)  0.560
H (-1.43621, 5.30945, -2.37707)  0.248
H (4.37180, 3.65689, -2.50045)  0.339
H (-1.76734, 2.36975, 0.14751)  0.591
H (2.94387, -2.39682, -5.45482)  0.404
H (-0.88219, 6.06713, 1.16689)  0.502
H (-0.28254, 3.03480, -4.93601)  0.661
H (4.78502, -0.79622, -4.99202)  0.391
H (1.21799, 7.04322, -0.38566)  0.381
H (-3.63806, -3.04543, -1.37709)  0.430
H (-5.55948, 0.18106, 2.17215)  0.393
H (-0.67011, -5.73338, 1.97578)  0.461
H (-3.53720, -6.05023, 3.95722)  0.324
H (-0.13713, 1.97526, -3.53121)  0.146
H (-2.65131, -5.20317, -2.19856)  0.364
H (4.40540, 4.07782, 1.12316)  0.457
H (0.76092, 6.79478, -2.06979)  0.204
H (1.13844, 1.46892, 4.70990)  0.436
H (2.02210, 5.71901, -3.77990)  0.227
H (1.16297, -3.67639, -4.42503)  0.271
H (-1.09571, 0.63781, 3.21738)  -0.119
H (2.01815, 2.73243, -5.14617)  0.543
H (3.20440, 2.78222, 0.97255)  0.320

Results
HOMO-LUMO gap in eV: 5.819
HOMO energy in eV: -3.00
LUMO energy in eV: 2.819
Net charge: -2
Energy in eV: -91156.60838